Record 1
A single H2N4O3 molecule at a distorted geometry, computed with ωB97M-V/def2-TZVPD.

Properties
E_HOMO (eV): -9.33
E_tot (eV): -12128.059
SMILES: N/N=[N+](\[O-])ON=O
Energy relative to the best compared isomer or geometry (same formula, charge and spin) (kJ/mol): 189.8

ORCA input file:
```
! wB97M-V def2-TZVPD RIJCOSX def2/J DEFGRID3
* xyz 0 1
N -2.016 0.712 -0.278
N 1.752 0.339 -0.183
N 0.446 0.439 0.099
N -0.181 -0.646 0.066
O -3.112 0.982 0.036
O -1.540 -0.486 0.319
O 0.221 -1.778 -0.133
H 2.120 -0.610 -0.194
H 2.310 1.047 0.267
*
```

***

Record 2
A 9-piece molecular cluster, H18O9 overall, computed with ωB97M-V/def2-TZVPD.

Properties
E_HOMO (eV): -11.12
E_tot (eV): -18719.121
SMILES: O.O.O.O.O.O.O.O.O
Energy relative to the best compared isomer or geometry (same formula, charge and spin) (kJ/mol): 290.8

ORCA input file:
```
! wB97M-V def2-TZVPD RIJCOSX def2/J DEFGRID3
* xyz 0 1
O -3.540 1.215 -3.670
H -3.979 1.442 -4.490
H -3.952 0.396 -3.396
O 0.296 -2.109 -3.589
H -0.241 -2.901 -3.573
H -0.068 -1.588 -4.305
O -0.644 -2.953 4.575
H -1.066 -3.792 4.393
H -0.450 -2.588 3.712
O -0.086 2.083 4.674
H -0.171 1.830 3.754
H -0.988 2.188 4.978
O 4.119 -0.450 -3.037
H 4.679 -0.964 -2.455
H 3.285 -0.920 -3.044
O -4.736 -0.158 0.269
H -5.119 -0.908 -0.185
H -5.351 0.559 0.109
O -0.500 -0.150 0.338
H -1.457 -0.171 0.359
H -0.275 -0.348 -0.571
O 2.782 3.005 -0.808
H 3.015 2.271 -1.377
H 1.837 2.922 -0.683
O 4.449 0.444 2.505
H 3.827 1.032 2.076
H 4.335 0.615 3.440
*
```

***

Record 3
A single C7H10N2O3S2 molecule at a distorted geometry, computed with ωB97M-V/def2-TZVPD.

Properties
E_HOMO (eV): -9.80
E_tot (eV): -38211.675
SMILES: N#C[C@H](CCCS(=O)(=O)O)[C@@H](S)C#N
Energy relative to the best compared isomer or geometry (same formula, charge and spin) (kJ/mol): 162.8

ORCA input file:
```
! wB97M-V def2-TZVPD RIJCOSX def2/J DEFGRID3
* xyz 0 1
N -1.197 -1.670 1.914
C -1.812 -1.244 1.081
C -2.592 -0.388 0.113
S -3.456 -1.594 -1.026
C -1.629 0.490 -0.812
C -0.989 -0.441 -1.809
N -0.461 -1.014 -2.611
C -0.671 1.404 0.015
C 0.844 1.452 -0.371
C 1.739 0.885 0.808
S 2.274 -0.828 0.575
O 2.020 -1.514 1.821
O 1.640 -1.496 -0.528
O 3.889 -0.862 0.312
H -3.385 0.210 0.587
H -2.564 -2.629 -1.117
H -2.324 1.143 -1.382
H -1.068 2.441 -0.047
H -0.750 1.145 1.094
H 1.117 1.025 -1.351
H 1.130 2.526 -0.417
H 1.301 1.072 1.803
H 2.667 1.503 0.774
H 4.197 -1.750 0.574
*
```

***

Record 4
A 11-piece molecular cluster, C24H74BF4N6O10 overall at a distorted geometry, computed with ωB97M-V/def2-TZVPD.

Properties
E_HOMO (eV): -6.59
E_tot (eV): -67057.304

ORCA input file:
```
! wB97M-V def2-TZVPD RIJCOSX def2/J DEFGRID3
* xyz -1 1
B 1.008 0.397 0.086
F 1.606 -0.805 -0.358
F 1.132 1.362 -0.920
F -0.379 0.195 0.327
F 1.584 0.812 1.296
C 1.832 -5.348 -4.840
C 0.833 -5.848 -3.794
C 0.414 -4.748 -2.841
O -0.108 -3.681 -3.577
C -0.518 -2.605 -2.761
N -0.354 -6.458 -4.435
H 2.128 -6.167 -5.498
H 2.750 -5.015 -4.337
H 1.465 -4.500 -5.412
H 1.337 -6.612 -3.192
H 1.326 -4.441 -2.304
H -0.259 -5.157 -2.077
H -1.229 -2.892 -1.985
H -0.842 -1.811 -3.431
H 0.339 -2.175 -2.222
H -0.049 -7.021 -5.217
H -0.927 -5.696 -4.784
C 2.936 1.223 -5.419
C 1.695 1.700 -4.664
C 0.710 0.559 -4.398
O -0.638 0.980 -4.388
C -1.174 1.127 -5.669
N 2.164 2.331 -3.391
H 3.398 0.336 -4.988
H 3.615 2.056 -5.592
H 2.619 0.920 -6.430
H 1.254 2.506 -5.256
H 0.967 0.012 -3.491
H 0.867 -0.196 -5.189
H -0.787 1.997 -6.219
H -2.240 1.319 -5.534
H -1.031 0.237 -6.291
H 1.496 2.037 -2.683
H 3.016 1.860 -3.095
C 1.053 -1.651 4.330
C 0.181 -0.927 5.344
C 0.037 -1.619 6.676
O -0.894 -0.905 7.461
C -1.218 -1.561 8.653
N 0.747 0.443 5.567
H 0.819 -1.263 3.339
H 0.817 -2.721 4.346
H 2.119 -1.507 4.493
H -0.835 -0.772 4.954
H 0.996 -1.688 7.211
H -0.312 -2.647 6.481
H -1.733 -2.509 8.460
H -1.901 -0.926 9.222
H -0.330 -1.684 9.288
H 0.443 0.993 4.759
H 0.207 0.854 6.329
C -3.862 2.632 0.518
C -2.819 2.921 -0.545
C -1.773 3.918 -0.059
O -1.381 3.598 1.253
C -1.130 4.694 2.087
N -2.218 1.641 -0.968
H -4.566 3.465 0.641
H -3.438 2.492 1.512
H -4.456 1.777 0.196
H -3.326 3.345 -1.417
H -2.157 4.943 -0.139
H -0.874 3.827 -0.678
H -2.037 5.305 2.188
H -0.337 5.354 1.712
H -0.804 4.344 3.064
H -1.664 1.303 -0.174
H -1.480 1.795 -1.656
C -3.321 -1.024 2.233
C -3.085 -2.307 1.451
C -4.363 -2.862 0.861
O -5.182 -3.370 1.886
C -6.324 -4.009 1.380
N -2.119 -2.099 0.342
H -2.413 -0.766 2.792
H -4.043 -1.194 3.040
H -3.594 -0.157 1.632
H -2.681 -3.054 2.141
H -4.133 -3.703 0.194
H -4.859 -2.043 0.317
H -6.866 -4.385 2.248
H -6.082 -4.856 0.728
H -6.963 -3.296 0.844
H -2.692 -1.851 -0.466
H -1.607 -1.233 0.512
C 5.302 4.499 0.462
C 3.883 3.919 0.549
C 2.911 4.698 -0.333
O 2.724 6.022 0.102
C 1.653 6.650 -0.506
N 3.934 2.516 0.108
H 5.255 5.557 0.734
H 5.693 4.451 -0.560
H 5.967 3.908 1.089
H 3.593 4.016 1.597
H 1.971 4.116 -0.312
H 3.249 4.654 -1.381
H 1.760 6.765 -1.596
H 1.487 7.605 -0.017
H 0.729 6.052 -0.431
H 3.014 2.102 0.288
H 3.912 2.553 -0.914
O -0.332 1.621 3.032
H 0.139 1.034 2.420
H -0.863 2.160 2.441
O 3.603 -2.859 1.678
H 3.554 -3.571 2.322
H 2.707 -2.502 1.648
O 0.603 -2.934 0.980
H 0.923 -2.087 0.632
H -0.365 -2.822 0.925
O 3.299 -1.769 -2.488
H 2.525 -1.609 -1.930
H 3.670 -2.590 -2.150
*
```

***

Record 5
A single C4H12N2S molecule at a distorted geometry, computed with ωB97M-V/def2-TZVPD.

Properties
E_HOMO (eV): -8.36
E_tot (eV): -18156.707
SMILES: NCCNCCS
Energy relative to the best compared isomer or geometry (same formula, charge and spin) (kJ/mol): 126.6

ORCA input file:
```
! wB97M-V def2-TZVPD RIJCOSX def2/J DEFGRID3
* xyz 0 1
C 0.875 0.857 0.594
N -0.350 0.087 0.467
C -1.187 0.050 -0.730
C -2.508 -0.573 -0.507
S -3.416 0.325 0.796
C 1.990 0.282 -0.114
N 2.406 -1.084 0.388
H 0.701 1.818 0.040
H 1.160 0.914 1.713
H -2.334 1.121 1.170
H -0.746 -0.604 -1.520
H -1.467 1.092 -0.972
H -3.238 -0.525 -1.334
H -2.287 -1.678 -0.421
H 2.837 0.985 -0.108
H 1.708 0.236 -1.232
H 3.044 -1.508 -0.276
H -0.147 -0.884 0.841
H 2.958 -0.910 1.205
*
```

***

Record 6
C8H13Cl2FN3 as an isolated structure at a distorted geometry, computed with ωB97M-V/def2-TZVPD.

Properties
E_HOMO (eV): -12.97
E_tot (eV): -40724.886
Energy relative to the best compared isomer or geometry (same formula, charge and spin) (kJ/mol): 263.3

ORCA input file:
```
! wB97M-V def2-TZVPD RIJCOSX def2/J DEFGRID3
* xyz 1 1
C 2.637 0.035 3.056
C 2.742 -1.346 2.441
C 0.068 -0.526 -1.337
C 0.574 -1.668 -0.537
C -2.990 0.772 -2.515
C -3.818 -0.445 -1.949
C 1.183 0.450 0.665
C 1.332 1.995 0.739
N 1.561 -0.388 2.359
N 0.660 -0.341 -0.130
N -2.743 0.147 -1.156
F 2.478 2.358 1.296
Cl -0.002 2.652 1.681
Cl 1.325 2.548 -0.960
H 2.314 0.103 4.042
H 3.357 0.738 2.612
H 3.345 -1.283 1.458
H 2.655 -2.290 3.012
H 0.405 -0.164 -2.275
H -0.974 -0.221 -1.373
H -0.224 -2.244 0.026
H 1.494 -2.295 -0.693
H -2.282 0.570 -3.329
H -3.622 1.672 -2.616
H -4.787 -0.129 -1.665
H -3.576 -1.470 -2.391
H -3.113 0.771 -0.459
*
```